This record from OMol25 describes a cluster of 2 separate species, C5H10S in total in a non-equilibrium geometry. The level of theory is ωB97M-V/def2-TZVPD.

Geometry as XYZ:
```
16
Properties=species:S:1:pos:R:3:forces:R:3:lowdin_charge:R:1
C 0.69029 -2.25576 0.25784 -0.2 0.1 -0.5 0.0080
C 0.09653 -1.13826 0.67607 0.3 -0.5 0.5 -0.2359
C -1.31775 -0.86534 0.46032 -0.4 0.3 -0.4 -0.2049
C -1.99700 0.24965 0.74863 0.4 -0.8 0.6 0.0024
H 0.15726 -2.96972 -0.36353 0.0 -0.1 0.2 0.0586
H 1.73876 -2.44817 0.43818 0.0 0.0 0.1 0.0535
H 0.70748 -0.45911 1.25575 -0.3 0.3 0.0 0.0609
H -1.87899 -1.66654 -0.01392 0.1 0.0 -0.1 0.0989
H -3.06051 0.26225 0.55557 0.0 0.3 0.0 0.0524
H -1.54582 1.02545 1.35496 0.0 0.3 -0.3 0.0506
C 0.72224 1.57043 -1.25336 0.3 1.1 0.4 -0.4584
S 1.27643 2.15254 0.39707 0.3 -0.2 -0.3 0.6098
H -0.32796 1.83219 -1.30508 -0.2 -0.3 0.0 0.0160
H 1.23105 2.21882 -1.96371 0.0 -0.4 -0.3 0.0181
H 0.90960 0.51638 -1.41325 -0.1 -0.1 0.0 0.0180
H 2.59839 1.97520 0.16847 -0.3 0.1 0.1 -0.1479
```
Forces are in eV/Å.

**Net charge**: 0
**Gap between HOMO and LUMO**: 9.8 eV
**DFT total energy**: -16180.819 eV
**Energy relative to the best compared isomer or geometry (same formula, charge and spin)**: 159.97 kJ/mol
**HOMO level**: -8.9581 eV